1.
# C22H25F15NO8S

A cluster of 3 separate species, C22H25F15NO8S in total (ωB97M-V/def2-TZVPD, the Open Molecules 2025 dataset).

Geometry as XYZ:
```
72
C22H25F15NO8S, DFT ωB97M-V/def2-TZVPD
C 2.95029 -1.94755 -2.96378
C 3.36386 -0.65489 -3.63967
O 2.46236 0.39392 -3.25834
C 3.04592 1.62657 -2.92958
C 1.95074 2.68067 -3.02832
O 0.72956 2.24766 -2.42192
C 0.61025 2.44910 -1.06488
C 1.19536 1.37220 -0.12124
C 0.04047 0.96636 0.81018
S -0.48609 -0.78569 0.64484
C -1.13508 1.70260 0.26698
N -0.85259 2.38117 -0.77965
C -1.77600 3.09306 -1.67947
C -3.12661 3.43067 -1.06583
C -4.08285 2.24893 -0.93662
F -3.51559 1.11887 -1.43310
F -4.33145 1.99984 0.37388
C -5.43626 2.49552 -1.65592
F -5.14900 2.81995 -2.93371
F -5.96683 3.57541 -1.06036
C -6.50777 1.34351 -1.64379
F -7.70682 1.91515 -1.55178
F -6.29973 0.58163 -0.55708
C -6.50637 0.44012 -2.91643
F -5.23407 0.11654 -3.21166
F -7.02536 1.14600 -3.92437
C -7.26869 -0.91897 -2.80343
F -6.58859 -1.71491 -1.96674
F -7.24215 -1.44611 -4.03622
C -8.75227 -0.88347 -2.34214
F -9.42714 0.02683 -3.03967
F -8.82112 -0.57834 -1.04662
F -9.29604 -2.07486 -2.53209
H 3.34156 -2.80560 -3.51807
H 3.31916 -2.00546 -1.94154
H 1.85812 -2.02306 -2.95430
H 4.38937 -0.37452 -3.36841
H 3.32697 -0.75674 -4.73043
H 3.50678 1.60978 -1.92649
H 3.83679 1.90568 -3.64194
H 2.28326 3.61951 -2.56123
H 1.70262 2.88422 -4.07016
H 0.93161 3.46277 -0.77743
H 2.04617 1.78255 0.42374
H 1.51408 0.51071 -0.71268
H 0.20297 1.16073 1.87045
H 0.03938 -1.27722 1.77232
H -2.13679 1.64183 0.67918
H -1.87839 2.47381 -2.57342
H -1.25840 4.00663 -1.98188
H -3.01333 3.87670 -0.07215
H -3.58373 4.19675 -1.69689
C 3.90861 -0.77436 3.85258
C 2.99929 -0.58738 2.65597
O 3.89755 -0.39702 1.59514
C 5.09634 -0.98409 1.93657
O 5.98321 -1.15974 1.17468
O 5.07877 -1.32352 3.23645
F 2.20861 0.52352 2.75375
H 4.15713 0.19415 4.28983
H 3.52276 -1.46111 4.59410
H 2.35726 -1.44305 2.43861
C 6.48571 -4.94119 5.84819
C 5.81876 -5.28312 7.16986
O 4.74350 -4.35494 7.21447
C 4.44731 -3.97762 5.95190
O 3.47583 -3.36169 5.64067
O 5.39324 -4.40111 5.09408
F 6.62511 -5.07713 8.22933
H 7.23743 -4.16539 5.99876
H 6.91287 -5.78973 5.32444
H 5.40818 -6.29202 7.23050
```

Values from the calculation:
E_HOMO ... -0.4517 Ha
Charge ... +1
HOMO-LUMO gap ... 8.5 eV


2.
# C5H11FS

An isolated molecule of C5H11FS (ωB97M-V/def2-TZVPD, the Open Molecules 2025 dataset).

Geometry as XYZ:
```
18
C5H11FS, DFT ωB97M-V/def2-TZVPD
C -2.05211 -1.34746 -0.24163
C -0.58505 -1.09275 -0.59106
C 0.26178 0.01952 0.16847
C -0.00132 -0.12287 1.65702
S 2.03641 -0.20870 -0.32474
C -0.08317 1.43391 -0.31785
F -1.42133 1.70280 -0.19268
H -2.38038 -2.26476 -0.74597
H -2.27753 -1.41626 0.87494
H -2.67860 -0.48470 -0.52196
H -0.12376 -2.04894 -0.31956
H -0.41028 -0.96347 -1.67142
H 0.66550 0.56062 2.20504
H 0.26539 -1.15851 2.05191
H -0.99162 0.15689 1.91232
H 2.21224 -1.38041 0.33311
H 0.55257 2.21187 0.15395
H 0.13509 1.45963 -1.39222
```

Values from the calculation:
ΔE to the lowest compared entry with this formula, charge and spin ... 0.0 kcal per mole
E_HOMO ... -0.3425 Ha
HOMO-LUMO gap ... 10.1 eV


3.
# C22H29N3O6S2

A structure of composition C22H29N3O6S2 (ωB97M-V/def2-TZVPD, the Open Molecules 2025 dataset).

Geometry as XYZ:
```
62
C22H29N3O6S2, DFT ωB97M-V/def2-TZVPD
C 3.45084 1.59863 2.60098
C 2.48639 0.50764 2.46458
C 1.06766 0.72126 2.40226
C 0.21807 -0.26219 2.51601
C 0.80002 -1.60449 2.52503
C 1.97811 -1.87315 2.66985
C 2.90031 -0.80166 2.77796
C 4.41073 -1.38718 2.53373
H 4.89609 -0.96809 1.70340
H 4.87672 -0.85642 3.44912
H 4.31335 -2.51049 2.56835
H 2.26069 -3.12603 2.54266
N -0.15255 -2.63564 2.51474
S -0.03932 -4.21046 3.16091
O 1.24432 -4.80957 2.38839
O -1.19313 -4.91224 3.36345
C 0.68211 -3.69706 4.91490
H 1.32191 -2.98682 4.93501
H 0.97805 -4.79416 5.11584
H -0.38394 -3.53978 5.51616
C -1.71767 -2.50372 2.46675
C -2.53767 -1.95144 3.93775
H -3.46404 -1.48865 3.57788
H -1.87236 -1.15105 4.38634
H -2.51644 -2.99360 4.29999
H -2.26374 -3.37268 2.17216
C -2.00516 -1.41784 1.31919
O -3.19028 -0.85946 1.21354
N -1.36648 -1.71124 0.34003
C -1.32745 -1.00560 -0.99639
C -0.27785 -1.42466 -1.92579
C -0.03414 -0.77545 -3.11618
C -1.18358 0.18476 -3.48760
C -2.10361 0.47611 -2.59894
C -2.25700 -0.18087 -1.36638
H -3.32917 -0.09188 -0.82780
H -2.88186 1.02019 -3.08889
S -1.22076 1.17889 -4.89198
O -2.29070 0.81712 -5.75270
O 0.06801 0.63288 -5.55604
N -1.09741 2.81765 -4.44051
C -1.63338 3.61821 -5.26672
H -0.66927 3.65304 -6.17784
C -1.49212 5.03186 -4.71032
H -2.37689 4.77112 -4.01793
O -0.34733 5.46550 -4.30332
C 0.07533 4.53519 -3.24862
H -0.64634 4.51395 -2.47435
C 0.20008 2.91542 -3.96074
H 0.95467 2.95393 -4.49088
H 0.43958 2.23240 -3.15487
H 0.97212 4.72357 -2.88645
H -1.83331 5.74901 -5.75289
H -2.40209 3.40410 -5.88399
H 0.65089 -0.69327 -3.77243
H 0.33684 -1.93658 -1.50367
H -0.49253 -2.43561 0.35463
H -0.88041 -0.02965 2.63350
H 0.72485 1.70218 2.52078
H 2.82679 2.75071 2.64388
H 4.24977 1.49155 1.63985
H 4.09566 1.53180 3.48465
```

Values from the calculation:
ΔE to the lowest compared entry with this formula, charge and spin ... 485.8 kcal per mole
E_HOMO ... -0.3195 Ha
HOMO-LUMO gap ... 8.7 eV


4.
# C3H2F3N

A cluster of 2 separate species, C3H2F3N in total (ωB97M-V/def2-TZVPD, the Open Molecules 2025 dataset).

Geometry as XYZ:
```
9
C3H2F3N, DFT ωB97M-V/def2-TZVPD
C 0.14505 -0.57371 -1.40890
C -0.86111 -1.13814 -0.65532
C 0.49317 -0.00525 -3.60041
N 0.41458 -0.37716 -0.23085
F 0.53552 -1.18939 -4.19352
F -0.52554 0.68929 -3.88198
F 1.64384 0.61785 -3.73139
H -1.79641 -0.62453 -0.74829
H -0.98380 -2.13329 -0.50937
```

Values from the calculation:
ΔE to the lowest compared entry with this formula, charge and spin ... 75.1 kcal per mole
E_HOMO (spin up / spin down) ... -0.3477 / -0.3477 Ha
HOMO-LUMO gap (spin up / spin down) ... 9.3 / 9.3 eV


5.
# C16H54N4O11

A cluster of 11 separate species, C16H54N4O11 in total (ωB97M-V/def2-TZVPD, the Open Molecules 2025 dataset).

Geometry as XYZ:
```
85
C16H54N4O11, DFT ωB97M-V/def2-TZVPD
N -0.63234 -1.41541 0.52429
C -0.92634 -0.45941 1.31229
N 0.15466 0.02759 1.90929
O -2.22634 0.08859 1.37029
H -1.42734 -1.75141 -0.03271
H 0.25366 -1.83941 0.50229
H -0.03034 0.71459 2.65529
H 1.13766 -0.19341 1.86329
N 4.25066 1.80159 1.17129
C 3.39966 2.72459 0.82529
N 2.15666 2.46759 1.15429
O 3.72666 3.84459 0.01629
H 5.23966 1.95859 1.02929
H 3.86166 0.85359 1.30629
H 1.58066 3.26059 0.79929
H 1.64566 1.68459 1.34529
C 2.97166 -1.01041 3.88129
C 3.53066 -1.44241 2.53929
O 2.82866 -0.71341 1.52229
H 2.98666 0.07159 3.94229
H 3.54366 -1.42941 4.73429
H 1.91266 -1.30641 3.98629
H 3.35366 -2.50741 2.45529
H 4.62366 -1.19141 2.57929
H 2.93066 -1.23241 0.68229
C -2.43134 1.08259 -2.06071
C -2.26234 0.52259 -3.46471
O -3.10734 -0.59641 -3.61771
H -1.69034 1.88359 -2.09271
H -2.13034 0.30059 -1.38571
H -3.43034 1.43559 -1.72171
H -1.18134 0.09759 -3.54171
H -2.40334 1.29859 -4.28171
H -2.90034 -0.98741 -4.46671
C -1.10234 3.41259 0.95429
C -0.44734 4.16459 -0.22171
O 0.81366 4.52859 0.20829
H -1.29034 3.95959 1.82629
H -0.58934 2.57759 1.40929
H -2.10134 2.96759 0.62929
H -0.90434 5.11659 -0.35971
H -0.42334 3.52659 -1.12171
H 0.87166 5.49959 0.11629
C 0.52766 -4.71741 -3.50371
C -0.47534 -3.70241 -3.06271
O -0.34534 -2.59741 -3.92071
H 1.53766 -4.34541 -3.63571
H 0.19766 -5.31241 -4.39771
H 0.68666 -5.45841 -2.70871
H -0.24234 -3.41441 -2.05171
H -1.50534 -4.02641 -3.11871
H 0.01366 -1.82241 -3.47771
C 1.41066 1.56659 -2.53571
C 1.02466 0.56059 -1.43371
O 0.63366 -0.60141 -2.09771
H 1.43166 2.59559 -2.20071
H 0.72766 1.50559 -3.40271
H 2.37966 1.26159 -2.92971
H 0.18366 0.89559 -0.86771
H 1.88066 0.45159 -0.78571
H 0.18466 -1.09541 -1.45371
C -5.17234 1.47059 1.04329
O -4.51034 1.23959 2.28929
H -4.32834 1.75959 0.37129
H -5.82034 2.31559 1.16129
H -5.80634 0.77659 0.49929
H -3.70734 0.70459 2.14129
C 0.78266 1.86159 4.66629
O -0.33834 1.85859 3.87729
H 1.76566 1.90059 4.15729
H 0.79266 1.03959 5.37329
H 0.82666 2.76259 5.25829
H -0.96534 2.42859 4.29129
C 2.04466 -3.79141 -0.20271
O 2.27266 -2.48141 -0.76571
H 2.45966 -3.82841 0.81429
H 2.49066 -4.52741 -0.87071
H 1.00066 -4.10641 -0.21071
H 2.56466 -2.59841 -1.65071
C -3.65434 -2.58141 -0.62071
O -2.49834 -2.15141 -1.34371
H -3.50934 -2.59141 0.41529
H -3.89634 -3.54541 -1.12071
H -4.43534 -1.78541 -0.73071
H -2.74634 -1.66941 -2.13971
```

Values from the calculation:
ΔE to the lowest compared entry with this formula, charge and spin ... 2.9 kcal per mole
E_HOMO ... -0.3077 Ha
HOMO-LUMO gap ... 8.6 eV


6.
# C3H4IN4

The ion C3H4IN4 with charge -1 (ωB97M-V/def2-TZVPD, the Open Molecules 2025 dataset).

Geometry as XYZ:
```
12
C3H4IN4, DFT ωB97M-V/def2-TZVPD
C -0.59153 -0.53715 -0.33011
C 1.15165 1.14411 0.43728
C 0.29209 -0.15637 0.83720
N -0.81465 -1.82665 -0.58133
N -1.07455 0.24508 -1.22757
N -1.39968 -1.79790 -1.77052
N -1.61835 -0.55850 -2.11835
I -0.67797 0.22764 2.75375
H 0.46408 1.54920 -0.36107
H 2.15451 0.99526 0.09664
H 1.19010 1.69700 1.31273
H 0.92430 -0.98173 0.95135
```

Values from the calculation:
ΔE to the lowest compared entry with this formula, charge and spin ... 0.5 kcal per mole
E_HOMO ... -0.1847 Ha
Charge ... -1
HOMO-LUMO gap ... 7.9 eV